No. 1
{
  "formula": "C40H64FN10O4S",
  "method": "ωB97M-V/def2-TZVPD",
  "species": ["C", "C", "N", "C", "C", "O", "C", "N", "C", "C", "S", "O", "O", "C", "C", "C", "C", "C", "O", "F", "N", "H", "H", "H", "H", "H", "H", "H", "H", "H", "H", "H", "H", "H", "H", "H", "C", "C", "C", "C", "N", "H", "H", "H", "H", "H", "H", "H", "C", "C", "C", "C", "N", "H", "H", "H", "H", "H", "H", "H", "C", "C", "C", "C", "N", "H", "H", "H", "H", "H", "H", "H", "C", "C", "C", "C", "N", "H", "H", "H", "H", "H", "H", "H", "C", "C", "C", "C", "N", "H", "H", "H", "H", "H", "H", "H", "C", "C", "C", "C", "N", "H", "H", "H", "H", "H", "H", "H", "C", "C", "C", "C", "N", "H", "H", "H", "H", "H", "H", "H"],
  "coordinates": [[3.568897, -1.516718, -4.555776], [2.987362, -1.482056, -3.523005], [2.161627, -1.358357, -2.454929], [2.368732, -2.218472, -1.252247], [2.869736, -1.351265, -0.093637], [3.534341, -2.133434, 0.852217], [1.203057, -0.492751, -2.475201], [0.297642, -0.288865, -1.437586], [-0.824460, 0.477778, -2.017168], [-1.905276, -0.550351, -2.352009], [-3.477843, 0.282656, -2.643480], [-4.290520, -0.058331, -1.514736], [-3.254283, 1.698675, -2.740753], [-0.167024, 1.271146, -3.181856], [-0.948725, 1.397881, -4.407305], [-1.580845, 1.484317, -5.411191], [0.149128, 2.645234, -2.559453], [1.112798, 3.484422, -3.336408], [1.937769, 3.122693, -4.093109], [1.007764, 4.777524, -3.064605], [0.945410, 0.360356, -3.520104], [4.049749, -1.718998, -5.475280], [3.109329, -2.974782, -1.486994], [1.421635, -2.696346, -1.020860], [3.470777, -0.524694, -0.499805], [2.013250, -0.881931, 0.399984], [3.410551, -1.682115, 1.691886], [0.720919, 0.339329, -0.757594], [-1.164385, 1.100684, -1.191851], [-1.624204, -1.266183, -3.125868], [-2.063830, -1.144565, -1.457205], [-4.025274, -0.267391, -3.765800], [-1.985653, 1.461370, -6.384483], [0.462102, 2.555145, -1.519489], [-0.798434, 3.183662, -2.529844], [1.863714, 0.771826, -3.712051], [2.887600, 4.901055, -7.060228], [4.245458, 4.565468, -7.660268], [4.226626, 3.253836, -8.446953], [3.839952, 2.151510, -7.554501], [3.534763, 1.312539, -6.836046], [2.578688, 4.137829, -6.345739], [2.932776, 5.849337, -6.524769], [2.118840, 4.985361, -7.831456], [4.983228, 4.500264, -6.858205], [4.563894, 5.373591, -8.320785], [5.211537, 3.044830, -8.864418], [3.515162, 3.304209, -9.272001], [-4.522390, 1.375700, 1.454575], [-3.719732, 1.407309, 2.745083], [-2.642865, 2.497995, 2.711148], [-1.708147, 2.234431, 1.598197], [-0.993034, 2.029891, 0.722904], [-3.881243, 1.143525, 0.604332], [-5.290244, 0.604520, 1.500500], [-5.015879, 2.330150, 1.262390], [-3.248158, 0.435206, 2.907112], [-4.390511, 1.580030, 3.588516], [-2.085831, 2.508529, 3.648479], [-3.097463, 3.480110, 2.574858], [-4.671569, 4.861054, 6.881017], [-3.848984, 5.019211, 5.609934], [-4.654489, 5.615670, 4.455083], [-5.794285, 4.733237, 4.125632], [-6.672754, 4.041276, 3.868652], [-5.506065, 4.171052, 6.737505], [-4.055767, 4.461351, 7.688217], [-5.067435, 5.828126, 7.194055], [-3.451770, 4.043387, 5.315437], [-2.993441, 5.664104, 5.818606], [-4.023209, 5.725630, 3.572323], [-5.034435, 6.601740, 4.724334], [1.132208, -5.559932, 1.394206], [1.090594, -5.888910, 2.880732], [0.760040, -4.667673, 3.747978], [1.776979, -3.622763, 3.570565], [2.583869, -2.820153, 3.431235], [1.917305, -4.833397, 1.166522], [1.340364, -6.459262, 0.815746], [0.175692, -5.151766, 1.055817], [2.051737, -6.303498, 3.181932], [0.343904, -6.658761, 3.054924], [0.727100, -4.946706, 4.801035], [-0.214133, -4.257379, 3.477720], [-8.959186, 7.383646, 7.931615], [-8.138654, 7.470626, 9.214026], [-7.035749, 8.533228, 9.146706], [-6.091632, 8.228170, 8.063423], [-5.359795, 7.990108, 7.212727], [-8.343121, 7.088541, 7.080668], [-9.747958, 6.638927, 8.034806], [-9.427426, 8.342131, 7.699456], [-7.694849, 6.494847, 9.421935], [-8.801011, 7.705375, 10.048766], [-6.485509, 8.568974, 10.086947], [-7.464208, 9.520286, 8.969081], [3.584761, -9.983798, 5.203150], [3.819016, -10.775778, 3.921542], [3.778105, -9.900856, 2.663859], [2.464305, -9.256261, 2.524969], [1.436588, -8.757948, 2.416101], [2.593762, -9.527036, 5.215779], [3.651931, -10.637958, 6.071978], [4.328732, -9.192658, 5.317432], [3.066993, -11.563099, 3.844356], [4.791952, -11.266629, 3.975877], [3.963797, -10.504582, 1.775593], [4.544741, -9.126137, 2.711573], [6.359692, -2.864878, -8.747062], [6.316760, -4.382826, -8.608977], [5.538869, -4.846964, -7.373021], [6.163065, -4.330401, -6.145021], [6.664922, -3.926544, -5.195429], [6.875432, -2.400876, -7.904666], [6.895292, -2.580265, -9.652223], [5.351770, -2.446864, -8.805512], [7.336991, -4.767553, -8.564852], [5.851300, -4.811047, -9.498183], [5.521648, -5.935508, -7.321968], [4.506749, -4.495350, -7.417107]],
  "forces_ev_per_angstrom": [[0.4, -0.4, -0.5], [-0.5, 0.2, 0.3], [0.5, -0.9, 0.7], [0.2, 0.3, 0.4], [-0.5, 0.3, 0.1], [0.2, 0.1, -0.6], [-2.0, 2.1, -0.3], [0.3, -0.1, 0.0], [-0.4, -1.0, 0.1], [0.1, 0.1, -0.4], [-0.2, 0.9, 1.9], [-0.6, -1.1, -0.2], [0.4, -0.1, -1.1], [-0.4, -0.1, 0.3], [0.0, 0.1, 0.6], [0.3, -0.2, -0.5], [-0.1, 0.2, -0.5], [0.1, -0.1, 0.3], [0.6, -0.7, -0.6], [-0.4, 0.5, 0.3], [2.0, -0.5, 1.3], [0.3, 0.2, -0.3], [0.1, 0.0, -0.2], [0.0, -0.1, 0.0], [0.3, -0.2, 0.0], [-0.2, 0.0, -0.1], [0.1, -0.5, 0.5], [0.2, -0.5, 0.5], [-0.2, 0.2, -0.4], [0.0, 0.3, -0.4], [-0.2, 0.0, 0.1], [0.3, 0.2, 0.0], [-0.4, 0.2, -0.3], [0.2, 0.1, 0.0], [-0.1, -0.1, 0.1], [-0.4, 0.4, -1.4], [0.0, 0.1, 0.1], [-0.1, 0.3, 0.1], [0.1, 0.0, 0.3], [0.1, 0.1, -0.4], [-0.1, -0.3, 0.2], [0.0, 0.0, 0.0], [0.0, 0.0, 0.0], [0.0, 0.0, 0.0], [0.1, 0.0, -0.1], [0.1, -0.1, -0.1], [0.0, -0.1, 0.0], [0.0, 0.0, 0.0], [0.0, -0.1, 0.0], [-0.3, -0.1, -0.1], [0.1, -0.4, -0.1], [-0.1, 0.4, 0.3], [0.1, -0.1, 0.1], [-0.1, 0.0, 0.0], [0.0, 0.0, 0.0], [0.0, 0.0, 0.1], [0.1, 0.0, 0.1], [0.1, 0.1, 0.0], [0.2, 0.1, -0.1], [0.1, 0.0, -0.1], [-0.1, -0.1, 0.1], [0.1, -0.1, 0.3], [-0.2, -0.4, 0.1], [0.4, 0.5, -0.1], [0.0, -0.2, 0.0], [0.0, 0.0, -0.1], [0.0, 0.0, 0.0], [0.1, -0.3, 0.0], [0.0, 0.0, -0.1], [0.0, 0.1, -0.1], [-0.1, 0.0, -0.1], [0.0, 0.0, 0.0], [0.1, 0.0, -0.1], [-0.1, 0.2, -0.2], [0.3, -0.1, -0.2], [-0.3, -0.1, 0.3], [0.0, 0.2, 0.0], [0.0, 0.0, 0.0], [-0.1, 0.0, 0.0], [0.0, 0.0, 0.0], [0.0, 0.0, 0.1], [0.0, 0.0, 0.1], [0.0, 0.1, 0.0], [0.0, 0.1, 0.0], [0.0, 0.0, 0.0], [-0.2, -0.1, -0.1], [0.0, -0.3, -0.1], [-0.1, 0.3, 0.2], [0.0, 0.1, -0.1], [0.0, 0.0, 0.0], [0.0, 0.0, 0.0], [0.0, 0.0, 0.0], [0.1, 0.0, 0.1], [0.1, 0.0, 0.1], [0.1, 0.1, 0.0], [0.0, 0.0, 0.0], [0.0, 0.0, 0.0], [0.0, 0.0, 0.3], [-0.2, -0.1, 0.2], [0.3, -0.1, -0.2], [0.0, -0.2, 0.0], [0.0, 0.0, 0.0], [0.0, 0.0, 0.0], [0.0, 0.0, 0.0], [0.0, 0.0, -0.1], [0.0, 0.0, -0.1], [0.0, 0.1, -0.1], [0.0, 0.0, 0.0], [0.0, 0.0, 0.0], [0.1, 0.2, -0.2], [0.3, 0.1, 0.0], [-0.2, -0.2, -0.1], [0.0, 0.1, 0.1], [0.0, 0.0, 0.0], [0.0, 0.0, 0.0], [0.0, 0.0, 0.0], [0.0, -0.1, 0.0], [0.0, -0.1, 0.1], [0.0, 0.0, 0.1], [0.0, 0.0, 0.0]],
  "mulliken_charge": [0.66, -1.35, -0.04, -0.75, -0.51, -0.54, 0.43, -0.11, 0.01, -1.31, 0.91, -0.63, -0.55, 2.82, -2.64, -0.06, -0.71, 0.43, -0.46, -0.27, -0.34, 0.84, 0.42, 0.26, 0.34, 0.36, 0.41, 0.51, -0.01, 0.37, 0.53, 0.18, 0.57, 0.44, 0.46, 0.34, -0.78, -0.46, -0.46, 0.31, -0.42, 0.03, 0.33, 0.32, 0.29, 0.32, 0.28, 0.28, -0.73, -0.57, -0.04, 0.00, -0.37, -0.05, 0.37, 0.29, 0.35, 0.35, 0.31, -0.01, -0.81, -0.17, -0.42, 0.21, -0.51, 0.39, 0.41, -0.16, 0.04, 0.39, 0.34, 0.37, -1.08, -0.40, -0.51, 0.30, -0.52, 0.25, 0.41, 0.29, 0.24, 0.38, 0.33, 0.30, -1.05, -0.43, -0.47, 0.33, -0.50, 0.28, 0.32, 0.30, 0.29, 0.31, 0.28, 0.30, -1.13, -0.41, -0.40, 0.27, -0.46, 0.33, 0.33, 0.31, 0.29, 0.31, 0.30, 0.28, -1.14, -0.41, -0.33, 0.19, -0.44, 0.35, 0.33, 0.29, 0.30, 0.31, 0.29, 0.26],
  "energy_ha": -2908.697885,
  "largest_force_ha_per_bohr": 0.0562,
  "homo_ev": -12.646,
  "gap_ev": 9.93,
  "total_charge": 1
}

No. 2
{
  "formula": "C26H62F3LiN8O12S",
  "method": "ωB97M-V/def2-TZVPD",
  "species": ["Li", "C", "F", "F", "F", "S", "O", "O", "O", "C", "C", "O", "O", "H", "H", "H", "H", "H", "H", "C", "C", "O", "O", "H", "H", "H", "H", "H", "H", "C", "O", "N", "N", "H", "H", "H", "H", "C", "O", "N", "N", "H", "H", "H", "H", "C", "O", "N", "N", "H", "H", "H", "H", "C", "C", "C", "C", "C", "C", "N", "O", "C", "C", "C", "H", "H", "H", "H", "H", "H", "H", "H", "H", "H", "H", "H", "H", "H", "H", "H", "H", "H", "H", "C", "C", "C", "C", "C", "C", "N", "O", "C", "C", "C", "H", "H", "H", "H", "H", "H", "H", "H", "H", "H", "H", "H", "H", "H", "H", "H", "H", "H", "H"],
  "coordinates": [[4.642428, -0.094059, 5.601618], [1.520138, -0.219489, -1.235672], [1.131558, 0.595841, -2.186122], [0.439818, -0.818779, -0.729912], [2.320978, -1.076889, -1.752242], [2.306058, 0.802971, 0.234688], [3.520818, 1.446911, -0.257932], [1.288098, 1.810191, 0.607328], [2.454318, -0.086059, 1.394608], [1.948778, 3.678011, 8.727958], [1.293628, 3.245331, 7.426638], [2.228048, 2.896401, 6.403758], [1.165568, 4.027981, 9.832948], [2.725058, 4.381151, 8.426148], [2.525458, 2.788411, 8.981258], [0.865818, 4.194021, 7.102468], [0.474398, 2.531551, 7.513138], [1.792428, 2.921991, 5.548668], [1.430828, 4.894911, 10.148668], [2.559718, -3.760369, 6.090078], [3.968708, -4.357599, 5.966888], [4.871628, -3.432909, 5.267008], [2.630438, -2.573409, 6.800878], [2.024378, -4.469109, 6.721898], [2.000348, -3.442339, 5.210268], [3.997038, -5.249469, 5.340898], [4.342868, -4.775499, 6.901478], [4.713638, -3.642329, 4.343558], [1.808068, -2.575109, 7.296158], [6.868008, 5.814551, -1.371292], [7.214698, 6.053021, -2.526012], [5.854398, 6.235131, -0.703842], [7.502148, 4.951341, -0.638042], [5.549068, 5.453121, -0.142302], [5.178428, 6.676301, -1.310932], [8.401598, 4.585051, -0.915362], [7.271288, 4.941451, 0.345178], [6.267818, -5.806189, -0.128142], [5.176048, -6.111419, 0.268748], [7.328418, -6.173809, 0.460758], [6.654398, -5.124089, -1.187962], [7.154038, -6.782909, 1.247328], [8.222448, -5.815869, 0.156328], [7.634558, -4.931709, -1.337602], [5.935938, -4.520849, -1.562162], [9.015988, -0.153779, -1.716982], [9.436758, 0.025701, -0.606152], [9.652958, -0.776879, -2.668722], [7.910208, 0.285941, -2.201752], [9.289808, -0.701049, -3.608122], [10.510098, -1.303039, -2.576132], [7.461108, 0.046851, -3.074242], [7.310488, 0.856801, -1.623342], [-6.191692, -6.541959, -5.896452], [-5.794812, -6.049889, -4.502542], [-7.172012, -5.497759, -3.943102], [-7.051942, -5.057889, -2.490692], [-6.518192, -6.187309, -1.514022], [-5.176792, -6.881969, -2.040762], [-5.395112, -7.089249, -3.534812], [-4.422822, -7.978009, -4.122802], [-4.020502, -5.975389, -1.685272], [-5.038112, -8.278399, -1.301722], [-4.784402, -4.843889, -4.727722], [-6.526032, -5.695089, -6.495722], [-6.978292, -7.295309, -5.939232], [-5.298272, -6.929859, -6.385792], [-7.543812, -4.631359, -4.490102], [-7.926682, -6.275929, -4.057382], [-7.970092, -4.640089, -2.077732], [-6.407082, -4.204379, -2.281482], [-7.236362, -6.978479, -1.298622], [-6.391312, -5.674909, -0.560372], [-4.236012, -4.907249, -1.711782], [-3.735272, -6.249819, -0.669682], [-3.200792, -6.161759, -2.379132], [-4.324322, -8.884289, -1.859832], [-4.657582, -8.191979, -0.283962], [-5.981962, -8.807209, -1.169092], [-4.464172, -4.342309, -3.814502], [-5.155102, -3.984919, -5.287042], [-3.841312, -5.216679, -5.127342], [-3.604242, -7.548869, -3.863232], [-1.127402, 5.549421, -2.033672], [-1.741312, 6.805761, -1.379542], [-2.969252, 7.127801, -2.250342], [-4.281392, 6.324731, -1.930132], [-4.611272, 6.410211, -0.470392], [-3.353832, 6.015511, 0.450648], [-2.140652, 6.752181, 0.036558], [-1.029372, 6.461151, 0.803508], [-3.734192, 6.547641, 1.850568], [-3.211392, 4.506771, 0.664378], [-0.726802, 8.019401, -1.537792], [-0.974852, 5.758031, -3.092592], [-1.820522, 4.712011, -1.953412], [-0.187382, 5.282121, -1.550962], [-3.192052, 8.185281, -2.108232], [-2.720472, 7.010351, -3.305052], [-4.116172, 5.278881, -2.188982], [-5.066072, 6.670021, -2.603302], [-5.480222, 5.787711, -0.257042], [-4.957162, 7.432141, -0.315032], [-2.924502, 6.519001, 2.579728], [-4.129952, 7.561791, 1.795998], [-4.484122, 5.921071, 2.333398], [-2.466062, 4.448461, 1.457588], [-4.148722, 4.071861, 1.011318], [-2.899832, 3.980001, -0.237582], [-1.208682, 8.937361, -1.874292], [-0.189712, 7.818591, -2.464782], [-0.021062, 8.167441, -0.720402], [-0.832212, 5.573551, 0.495458]],
  "forces_ev_per_angstrom": [[-0.4, -0.4, -0.1], [-0.3, 2.2, 2.9], [-0.4, 0.8, -0.8], [-0.2, -0.5, -0.1], [1.5, -1.9, -0.7], [-1.1, 2.4, 2.2], [-0.2, -1.2, -0.5], [0.3, -1.0, -1.4], [0.7, -0.8, -1.3], [2.3, -2.1, -0.6], [-1.7, 2.2, -0.8], [0.8, -0.7, 0.9], [-0.5, 0.2, -0.5], [-0.2, 0.6, 0.3], [0.4, -0.2, 0.6], [-0.8, 0.0, -0.3], [0.2, -0.3, 0.3], [-0.2, 0.1, 0.0], [-0.1, 0.0, -0.1], [0.7, -1.1, 0.1], [-0.1, 0.1, -2.0], [-0.5, -0.2, 1.2], [0.3, 1.7, 1.6], [-0.4, -0.4, -0.5], [0.3, -1.3, -0.8], [-0.7, -0.2, -0.1], [0.3, 1.1, 0.3], [0.2, 0.2, -0.2], [0.1, 0.7, 0.3], [3.1, -0.4, -4.5], [-0.4, 0.8, 0.2], [-4.6, 2.3, 1.3], [3.2, -3.2, 2.6], [-1.1, 0.7, 0.2], [-0.4, 0.0, 0.4], [-0.3, 0.1, 0.0], [0.6, -0.3, -0.2], [-1.4, 0.3, -0.8], [-2.3, 0.1, -0.1], [4.6, -2.7, 4.2], [-1.6, 2.5, -3.5], [0.9, 0.1, 0.0], [-0.1, -0.7, 0.8], [-0.7, 0.3, -0.2], [0.5, 0.1, -0.5], [1.6, -0.2, 1.0], [0.5, 0.2, 2.1], [2.9, -2.8, -3.5], [-5.9, 2.9, -0.5], [0.3, -0.2, 0.2], [-0.3, 0.4, 0.4], [0.6, -0.2, 0.2], [0.2, -0.1, 0.1], [1.1, -0.6, -0.2], [-1.6, 2.2, 0.6], [1.0, 0.5, 0.8], [0.3, -1.0, 1.6], [0.1, 0.3, -1.1], [-2.4, 0.3, 0.1], [-0.5, -1.1, -0.1], [-0.4, 0.9, 0.8], [0.5, -0.3, 0.0], [0.2, 0.7, -0.8], [0.2, -0.5, 1.1], [0.0, 0.1, 0.2], [0.1, -0.1, 0.4], [-0.1, -0.2, -0.2], [0.3, 0.0, -0.5], [0.1, -0.2, 0.2], [-0.5, -0.5, -0.1], [0.6, 0.1, -0.8], [-0.3, 0.1, -0.5], [0.6, -0.2, 0.2], [-0.2, -0.1, -0.1], [0.4, 0.3, -0.1], [0.4, 0.1, 0.2], [-0.2, -0.2, 0.1], [0.2, 0.5, -0.1], [-0.1, 0.1, -0.6], [-0.2, -0.3, 0.5], [-0.3, -0.5, -0.6], [-0.1, 0.0, -0.5], [0.7, -0.1, -0.3], [-0.1, 0.0, 1.0], [0.0, 1.2, -0.8], [-1.2, 0.2, 0.6], [1.7, -0.3, -0.8], [1.0, 0.1, 0.0], [-1.9, 0.9, 0.7], [-1.4, 0.9, -1.5], [0.1, -0.6, 0.5], [-0.1, 0.2, 0.4], [0.4, 0.4, -0.6], [-0.5, -0.9, -1.2], [0.2, -0.1, 0.1], [0.1, -0.1, -0.1], [0.1, -0.2, -0.2], [-0.2, 0.1, 0.0], [0.1, 0.0, 0.0], [0.1, -0.2, -0.2], [-0.2, 0.1, 0.2], [0.2, -0.3, 0.3], [0.4, 0.2, 0.6], [0.4, 0.2, -0.3], [0.2, 0.0, 0.0], [-0.4, -0.1, -0.3], [0.1, -0.7, -0.1], [0.1, 0.1, 0.0], [0.2, -0.2, 0.1], [-0.4, 0.2, 0.9], [0.6, -0.3, 0.1], [-0.3, -0.1, 0.0], [0.8, -0.6, 0.4]],
  "mulliken_charge": [0.98, 0.59, -0.21, -0.23, -0.21, 1.03, -0.65, -0.65, -0.67, -0.36, -0.33, -0.54, -0.50, 0.31, 0.20, 0.23, 0.35, 0.33, 0.33, -0.27, -0.53, -0.53, -0.50, 0.30, 0.27, 0.33, 0.30, 0.34, 0.32, 0.65, -0.67, -0.49, -0.41, 0.25, 0.26, 0.22, 0.18, 0.67, -0.65, -0.39, -0.41, 0.22, 0.15, 0.18, 0.24, 0.68, -0.66, -0.38, -0.37, 0.16, 0.20, 0.17, 0.20, -1.78, 1.36, -1.10, -0.70, -1.11, 1.21, 0.08, -0.46, -1.47, -1.62, -1.57, 0.39, 0.41, 0.39, 0.44, 0.40, 0.42, 0.31, 0.41, 0.35, 0.35, 0.46, 0.22, 0.38, 0.39, 0.37, 0.31, 0.38, 0.40, 0.37, -1.83, 1.43, -1.39, -0.68, -1.17, 1.49, 0.08, -0.43, -1.85, -1.73, -1.61, 0.46, 0.36, 0.52, 0.42, 0.46, 0.32, 0.41, 0.41, 0.41, 0.39, 0.41, 0.42, 0.53, 0.44, 0.26, 0.34, 0.41, 0.31, 0.42],
  "energy_ha": -3073.877271,
  "largest_force_ha_per_bohr": 0.1319,
  "homo_ev": -7.839,
  "gap_ev": 5.32,
  "total_charge": 0
}